Formula: C4H12
Source: the Open Molecules 2025 dataset
Level of theory: ωB97M-V/def2-TZVPD

The geometry in ORCA input format:
```
! RIJCOSX wB97M-V def2-TZVPD def2/J DEFGRID3
* xyz -1 2
C 0.42045 1.48548 -0.42248
C -1.61612 -1.02207 1.11137
C -0.18202 -1.43444 0.79098
C 1.40596 0.98104 -1.46777
H -2.21437 -0.98010 0.20061
H 0.42429 2.58274 -0.45179
H -2.05752 -1.90429 1.60425
H 0.92514 1.16984 -2.44391
H -0.61762 1.23319 -0.66683
H 1.70922 -0.06495 -1.45417
H -1.72765 -0.23586 1.85684
H -0.32313 -2.33521 0.17159
H 0.53494 -1.49047 1.60161
H 0.21379 -0.82796 -0.03411
H 2.30283 1.59112 -1.60558
H 0.61158 1.15607 0.58833
*
```

- Total energy: -159.50582 Eh
- Largest force on an atom: 2.52 eV/A
- Gap between HOMO and LUMO (alpha / beta): 2.653 / 11.819 eV
- Molar mass: 60.1 g/mol